A structure of composition C35H20Cl5HgNO5P. Source: the Open Molecules 2025 dataset; level of theory: ωB97M-V/def2-TZVPD.

HOMO-LUMO gap (alpha / beta) in eV: 3.66 / 6.35
Total charge: -2
2S+1: 2
E in eV: -124421.9145

Atoms and positions in Å:
Hg  1.352  0.210  0.174
Cl  6.227  0.029  6.288
C  5.490  0.247  4.734
C  4.102  0.349  4.605
Cl  3.108  0.260  6.020
C  3.516  0.518  3.364
Cl  1.800  0.622  3.197
C  4.266  0.615  2.151
O  3.738  0.782  1.021
C  5.682  0.496  2.334
Cl  6.642  0.586  0.895
C  6.270  0.317  3.576
Cl  7.992  0.176  3.711
O  1.650  2.289  -0.871
C  1.122  3.399  -0.690
C  -0.121  3.721  -0.087
C  -0.574  5.073  -0.173
C  -1.826  5.439  0.299
C  -2.648  4.425  0.855
C  -2.212  3.130  0.967
C  -0.910  2.718  0.535
O  -0.536  1.483  0.703
N  -2.297  6.749  0.210
O  -1.526  7.644  -0.340
O  -3.499  7.029  0.658
H  1.667  4.276  -1.083
H  0.043  5.831  -0.638
H  -3.637  4.719  1.181
H  -2.849  2.358  1.393
C  -5.633  -2.280  0.558
C  -5.260  -2.000  -0.750
C  -3.949  -1.647  -1.047
C  -2.988  -1.571  -0.039
C  -3.380  -1.842  1.272
C  -4.688  -2.199  1.571
P  -1.220  -1.118  -0.276
C  -1.274  -0.192  -1.857
C  -0.339  -0.426  -2.868
C  -0.252  0.426  -3.964
C  -1.089  1.527  -4.060
C  -2.026  1.767  -3.062
C  -2.117  0.916  -1.972
C  -0.464  -2.715  -0.780
C  -1.238  -3.779  -1.168
C  -0.690  -5.057  -1.398
C  0.643  -5.259  -1.231
C  1.494  -4.191  -0.863
C  2.886  -4.415  -0.760
C  3.727  -3.386  -0.473
C  3.211  -2.090  -0.250
C  1.868  -1.819  -0.305
C  0.958  -2.883  -0.627
H  -6.656  -2.557  0.784
H  -5.995  -2.051  -1.546
H  -3.671  -1.421  -2.069
H  -2.642  -1.754  2.064
H  -4.977  -2.397  2.597
H  0.326  -1.279  -2.798
H  0.489  0.236  -4.732
H  -1.000  2.208  -4.898
H  -2.669  2.637  -3.115
H  -2.829  1.136  -1.184
H  -2.302  -3.637  -1.296
H  -1.333  -5.874  -1.705
H  1.079  -6.241  -1.388
H  3.267  -5.419  -0.924
H  4.797  -3.553  -0.409
H  3.901  -1.289  -0.019

---

A structure of composition C35H21Cl2F10N7O2W. Source: the Open Molecules 2025 dataset; level of theory: ωB97M-V/def2-TZVPD.

HOMO-LUMO gap in eV: 5.87
Total charge: +2
E in eV: -105192.4960

Atoms and positions in Å:
W  0.133  -0.274  0.007
Cl  -2.703  5.907  -1.427
C  -2.394  4.377  -0.729
C  -1.404  3.586  -1.274
C  -1.151  2.343  -0.702
N  -0.140  1.445  -1.030
C  0.816  1.777  -2.010
O  0.635  2.442  -2.983
C  2.172  1.341  -1.543
C  3.321  1.851  -2.093
C  4.481  1.841  -1.322
C  4.403  1.388  -0.016
C  3.218  0.832  0.435
N  2.141  0.737  -0.340
C  -1.883  1.906  0.394
C  -2.887  2.696  0.944
C  -3.136  3.933  0.386
Cl  -4.351  4.917  1.077
N  -1.494  0.625  0.783
C  -2.228  -0.073  1.769
O  -2.747  0.393  2.735
C  -2.343  -1.507  1.373
C  -3.377  -2.290  1.828
C  -3.571  -3.535  1.240
C  -2.737  -3.910  0.201
C  -1.716  -3.060  -0.186
N  -1.490  -1.891  0.412
H  -0.858  3.939  -2.134
H  3.275  2.307  -3.073
H  5.402  2.250  -1.715
H  5.244  1.471  0.659
H  3.116  0.475  1.449
H  -3.451  2.373  1.804
H  -4.023  -1.905  2.605
H  -4.382  -4.176  1.563
H  -2.867  -4.848  -0.321
H  -1.075  -3.317  -1.015
C  3.287  -2.017  0.299
N  1.825  -2.189  0.150
C  1.595  -2.999  -1.059
C  1.360  -2.058  -2.200
N  0.297  -1.099  -1.848
C  -0.408  -0.619  -2.997
C  -1.786  -0.387  -2.947
F  -2.447  -0.689  -1.825
C  -2.511  0.150  -3.985
F  -3.809  0.356  -3.847
C  -1.867  0.459  -5.173
F  -2.535  0.978  -6.177
C  -0.509  0.232  -5.278
F  0.135  0.562  -6.385
C  0.200  -0.296  -4.215
F  1.526  -0.376  -4.368
C  1.329  -2.850  1.367
C  1.205  -1.831  2.468
N  0.598  -0.577  1.973
C  0.332  0.367  3.012
C  -0.210  0.058  4.269
F  -0.617  -1.178  4.579
C  -0.467  1.022  5.226
F  -0.999  0.655  6.379
C  -0.214  2.357  4.976
F  -0.472  3.270  5.884
C  0.301  2.713  3.742
F  0.554  3.978  3.451
C  0.559  1.733  2.813
F  1.086  2.140  1.648
H  3.740  -2.998  0.448
H  3.525  -1.405  1.159
H  3.712  -1.564  -0.595
H  0.749  -3.660  -0.902
H  2.459  -3.626  -1.282
H  1.079  -2.624  -3.087
H  2.283  -1.527  -2.431
H  2.005  -3.646  1.692
H  0.369  -3.306  1.159
H  2.180  -1.601  2.909
H  0.605  -2.277  3.249

---

A structure of composition C35H25AsClF3HgNO5S2. Source: the Open Molecules 2025 dataset; level of theory: ωB97M-V/def2-TZVPD.

ΔE to the lowest compared entry with this formula, charge and spin in kcal per mole: 0.6
HOMO-LUMO gap (alpha / beta) in eV: 5.85 / 6.77
Total charge: -2
2S+1: 2
E in eV: -155789.5002

Atoms and positions in Å:
Hg  -0.522  -1.162  -1.537
C  -0.048  -0.674  6.191
C  -0.150  0.642  5.765
C  -0.345  0.928  4.418
C  -0.446  -0.102  3.489
C  -0.355  -1.426  3.921
C  -0.149  -1.705  5.265
As  -0.738  0.186  1.559
C  1.151  0.113  1.061
C  1.906  -1.026  0.825
C  3.223  -0.893  0.404
C  3.773  0.371  0.218
C  3.015  1.510  0.450
C  1.695  1.389  0.873
C  0.762  2.508  1.126
C  1.059  3.860  0.994
C  0.072  4.808  1.223
C  -1.216  4.418  1.569
C  -1.517  3.069  1.703
C  -0.528  2.118  1.501
H  0.109  -0.896  7.240
H  -0.071  1.453  6.480
H  -0.411  1.958  4.090
H  -0.433  -2.232  3.197
H  -0.069  -2.736  5.591
H  1.454  -2.004  0.953
H  3.812  -1.777  0.195
H  4.794  0.469  -0.130
H  3.447  2.490  0.283
H  2.047  4.181  0.684
H  0.290  5.860  1.091
H  -1.980  5.174  1.686
H  -2.528  2.763  1.945
C  -0.332  -6.003  -3.448
C  -1.587  -6.378  -2.722
C  -2.782  -6.605  -3.385
C  -3.941  -6.878  -2.673
Cl  -5.436  -7.162  -3.544
C  -3.938  -6.918  -1.295
C  -2.742  -6.702  -0.621
C  -1.575  -6.446  -1.324
O  -0.363  -6.317  -0.718
C  -0.283  -5.476  0.428
C  -0.538  -3.984  0.143
O  -0.377  -3.245  1.137
O  -0.859  -3.675  -1.023
H  -0.508  -5.936  -4.521
H  0.462  -6.730  -3.263
H  0.022  -5.040  -3.080
H  -2.818  -6.543  -4.465
H  -4.853  -7.114  -0.753
H  -2.728  -6.730  0.460
H  0.734  -5.584  0.800
H  -0.963  -5.803  1.219
F  2.074  -0.889  -3.261
C  1.202  -1.867  -2.889
F  1.978  -2.832  -2.317
F  0.764  -2.416  -4.060
O  -1.725  7.432  0.077
S  -1.550  7.134  -1.330
O  -2.039  8.138  -2.247
N  -2.086  5.659  -1.702
C  -1.109  4.837  -2.073
S  -1.249  3.242  -2.534
C  0.252  5.496  -2.041
C  1.489  4.937  -2.321
C  2.618  5.734  -2.186
C  2.515  7.065  -1.779
C  1.275  7.623  -1.499
C  0.166  6.812  -1.643
H  1.542  3.897  -2.620
H  3.596  5.315  -2.393
H  3.412  7.664  -1.679
H  1.177  8.653  -1.178

---

A structure of composition C35H26N6O2Tm. Source: the Open Molecules 2025 dataset; level of theory: ωB97M-V/def2-TZVPD.

HOMO-LUMO gap (alpha / beta) in eV: 6.88 / 6.89
Total charge: +1
2S+1: 3
E in eV: -79282.7716

Atoms and positions in Å:
Tm  0.071  -0.405  0.071
C  4.599  0.388  -1.264
C  3.436  -0.226  -0.755
N  2.265  0.445  -0.654
C  2.259  1.815  -0.924
C  3.376  2.457  -1.514
C  4.574  1.706  -1.659
C  3.203  3.842  -1.819
C  1.985  4.479  -1.655
C  0.852  3.792  -1.120
C  1.050  2.516  -0.584
N  0.074  1.820  0.168
C  -0.650  2.412  1.147
C  -1.341  3.634  0.948
C  -1.860  4.279  2.073
C  -1.832  3.705  3.341
C  -1.374  2.398  3.533
C  -1.516  1.668  4.733
C  -1.219  0.339  4.689
C  -0.778  -0.289  3.532
N  -0.472  0.391  2.423
C  -0.801  1.713  2.386
H  5.480  -0.257  -1.346
H  3.521  -1.250  -0.419
H  5.449  2.114  -2.182
H  4.031  4.385  -2.244
H  1.942  5.506  -1.977
H  -0.152  4.242  -1.185
H  -1.366  4.075  -0.026
H  -2.377  5.233  1.902
H  -2.260  4.223  4.226
H  -1.905  2.076  5.669
H  -1.331  -0.261  5.583
H  -0.618  -1.345  3.527
N  -2.248  1.034  -2.048
C  -1.129  0.604  -2.719
C  -0.781  1.307  -3.888
C  0.327  0.873  -4.600
C  0.986  -0.306  -4.181
C  0.578  -0.905  -3.012
N  -0.350  -0.354  -2.178
C  -2.949  0.405  -1.022
C  -4.295  0.813  -0.874
C  -5.071  0.049  -0.020
C  -4.543  -1.090  0.628
C  -3.202  -1.353  0.531
N  -2.386  -0.511  -0.192
H  -2.772  1.764  -2.528
H  -1.376  2.169  -4.221
H  0.614  1.381  -5.519
H  1.857  -0.662  -4.763
H  0.894  -1.892  -2.711
H  -4.619  1.720  -1.423
H  -6.133  0.350  0.196
H  -5.193  -1.767  1.209
H  -2.739  -2.175  1.057
O  -0.266  -2.644  -0.071
C  0.701  -2.936  0.731
O  1.344  -1.966  1.231
C  1.090  -4.390  0.955
C  0.337  -5.384  0.281
C  0.736  -6.685  0.342
C  1.832  -7.100  1.092
C  2.541  -6.111  1.824
C  2.128  -4.792  1.793
H  -0.489  -5.102  -0.375
H  0.150  -7.430  -0.199
H  2.101  -8.177  1.169
H  3.337  -6.343  2.525
H  2.676  -4.011  2.353